No. 1
Entry from OMol25: one molecule with the formula C23H21N3O7 in a non-equilibrium geometry (the ωB97M-V functional and the def2-TZVPD basis).

Summary:
LUMO level = 0.514 eV
Relative energy (zero: lowest compared OMol25 entry of this formula, charge and spin) = 0.0 kcal/mol
Kohn-Sham gap = 8.89 eV
SMILES = COc1ccc(C(=O)NCC(=O)N/N=C/c2cccc(OC(=O)c3ccco3)c2)cc1OC

ORCA input file:
```
! wB97M-V def2-TZVPD RIJCOSX def2/J DEFGRID3
* xyz 0 1
C 7.5097 -0.9551 2.1800
O 6.6452 -2.0129 1.8255
C 5.3059 -1.9406 2.0184
C 4.6079 -3.0532 1.5486
C 3.2395 -3.1695 1.6649
C 2.5168 -2.1453 2.2654
C 1.0477 -2.1429 2.4462
O 0.4173 -1.1164 2.6786
N 0.4230 -3.3401 2.3708
C -0.9953 -3.4803 2.6148
C -1.8478 -3.1428 1.3773
O -2.4994 -3.9818 0.7940
N -1.7655 -1.8255 1.0602
N -2.3479 -1.1350 0.0580
C -3.1619 -1.6506 -0.7767
C -3.7456 -0.8202 -1.8156
C -4.6629 -1.3725 -2.7110
C -5.2312 -0.5895 -3.6967
C -4.9007 0.7507 -3.8173
C -3.9775 1.2989 -2.9353
O -3.6157 2.6407 -2.9482
C -3.4762 3.3245 -4.1023
O -3.6125 2.8693 -5.2076
C -3.1107 4.7124 -3.8001
C -2.9204 5.3539 -2.5980
C -2.5806 6.6822 -2.9162
C -2.5888 6.7509 -4.2812
O -2.9057 5.5745 -4.8181
C -3.4058 0.5257 -1.9384
C 3.2011 -1.0195 2.7219
C 4.5763 -0.8932 2.6203
O 5.2594 0.2014 3.0790
C 4.5298 1.2571 3.6579
H 7.2601 -0.0348 1.6490
H 7.4988 -0.7670 3.2551
H 8.5020 -1.2907 1.8791
H 5.1895 -3.8317 1.0808
H 2.7588 -4.0450 1.2559
H 0.9421 -4.1660 2.1274
H -1.2737 -2.7971 3.4242
H -1.2101 -4.5083 2.9074
H -1.1411 -1.2439 1.6283
H -3.4637 -2.6955 -0.7670
H -4.9285 -2.4159 -2.6258
H -5.9446 -1.0201 -4.3829
H -5.3477 1.3560 -4.5885
H -3.0156 4.9161 -1.6261
H -2.3608 7.4757 -2.2321
H -2.3903 7.5625 -4.9539
H -2.6972 0.9599 -1.2527
H 2.6049 -0.2397 3.1674
H 5.2731 2.0062 3.9271
H 3.9990 0.9335 4.5583
H 3.8174 1.6903 2.9498
*
```


No. 2
Entry from OMol25: C23H21N7Na as an isolated structure in a non-equilibrium geometry (the ωB97M-V functional and the def2-TZVPD basis).

Summary:
LUMO level = -2.084 eV
Kohn-Sham gap = 9.18 eV

ORCA input file:
```
! wB97M-V def2-TZVPD RIJCOSX def2/J DEFGRID3
* xyz 1 1
Na 1.0721 0.0077 -0.2761
C 2.1820 -0.7351 2.4615
N 1.7698 0.5529 1.9192
C 0.5955 1.2006 2.4909
C -0.1470 1.9393 1.4014
N 0.2362 1.9801 0.1528
C -0.7898 2.6576 -0.5183
C -0.9247 2.9621 -1.8716
C -2.0815 3.6032 -2.2751
C -3.0878 3.9426 -1.3547
C -2.9627 3.6560 -0.0083
C -1.7941 3.0114 0.3812
N -1.3432 2.5516 1.6089
C 2.9152 -1.5050 1.3881
N 2.8601 -1.2198 0.1113
C 3.6525 -2.1915 -0.5155
C 3.9565 -2.3691 -1.8642
C 4.7766 -3.4269 -2.2040
C 5.2933 -4.2940 -1.2266
C 5.0045 -4.1273 0.1135
C 4.1752 -3.0599 0.4393
N 3.6884 -2.5879 1.6515
H 1.2896 -1.2963 2.7494
H 2.8091 -0.6665 3.3547
H 2.5514 1.1922 1.8709
H 0.8239 1.8779 3.3180
H -0.0687 0.4329 2.8953
H -0.1407 2.7129 -2.5772
H -2.2141 3.8636 -3.3180
H -3.9774 4.4498 -1.7067
H -3.7406 3.9167 0.6983
H -1.8242 2.6365 2.4875
H 3.5658 -1.6946 -2.6161
H 5.0327 -3.5944 -3.2427
H 5.9369 -5.1094 -1.5311
H 5.4067 -4.7956 0.8642
H 3.8750 -2.9763 2.5600
N -2.4754 -0.3631 -2.3709
C -1.2092 -0.6128 -1.9545
N -1.0877 -0.6555 -0.6522
C -2.3756 -0.4183 -0.1716
C -2.8440 -0.3573 1.1413
C -4.1790 -0.0733 1.3373
C -5.0471 0.1463 0.2509
C -4.6037 0.0729 -1.0532
C -3.2542 -0.2180 -1.2355
H -2.7815 -0.2904 -3.3252
H -0.3968 -0.7557 -2.6557
H -2.1802 -0.5465 1.9771
H -4.5755 -0.0290 2.3441
H -6.0894 0.3651 0.4445
H -5.2730 0.2378 -1.8883
*
```


No. 3
Entry from OMol25: C23H22AsClMgN4O6S4 as an isolated structure (the ωB97M-V functional and the def2-TZVPD basis).

Summary:
LUMO level = 3.880 eV
Kohn-Sham gap = 5.83 eV

ORCA input file:
```
! wB97M-V def2-TZVPD RIJCOSX def2/J DEFGRID3
* xyz -2 1
Mg -1.5376 -0.3503 -1.0153
O -3.4262 3.3902 2.6003
C -2.5109 2.6841 3.2781
C -2.2619 3.0498 4.6037
C -1.3337 2.3618 5.3625
C -0.6291 1.2946 4.8156
C -0.8713 0.9278 3.5034
C -1.8007 1.6032 2.7177
C -1.9939 1.1442 1.3126
O -1.3225 0.1532 0.9065
N -2.9007 1.7955 0.6020
N -2.9908 1.2860 -0.6723
C -3.7294 1.9066 -1.4932
S -4.0616 1.2614 -3.0894
C -4.4169 2.9023 -3.7619
C -5.2912 3.6202 -2.7496
S -4.5245 3.4415 -1.1136
H -3.4572 2.9949 1.6772
H -2.8187 3.8830 5.0141
H -1.1573 2.6606 6.3897
H 0.1001 0.7562 5.4076
H -0.3405 0.1061 3.0409
H -4.9336 2.7722 -4.7131
H -3.4706 3.4176 -3.9210
H -6.2953 3.1960 -2.7295
H -5.3535 4.6890 -2.9598
O -0.9228 2.7849 -3.5072
Cl -0.1621 2.1866 -2.4389
O 1.2461 2.3183 -2.6985
O -0.4696 0.7487 -2.4154
O -0.5026 2.7858 -1.1891
S -3.4988 -1.8256 -1.5255
C -2.7184 -3.3580 -1.7763
C -3.5935 -4.4524 -2.0795
N -4.3272 -5.3114 -2.3116
C -1.3749 -3.5924 -1.7019
S -0.1444 -2.4098 -1.3609
C -0.8919 -4.9211 -1.9356
N -0.4841 -5.9809 -2.1374
C 4.0091 1.1152 0.4121
As 2.2748 0.2942 -0.0659
C 2.8945 -0.4440 -1.7700
C 2.4200 -1.3295 1.0966
C 3.5894 -2.2160 0.8494
C 4.7904 -2.0363 1.5378
C 5.8902 -2.8462 1.2906
C 5.8110 -3.8597 0.3456
C 4.6199 -4.0509 -0.3443
C 3.5230 -3.2403 -0.0975
H 4.8376 0.4158 0.2909
H 3.9824 1.4735 1.4425
H 4.1630 1.9715 -0.2457
H 3.8443 -0.9700 -1.6621
H 3.0015 0.3957 -2.4561
H 2.1418 -1.1204 -2.1736
H 1.4793 -1.8586 0.9406
H 2.4325 -0.9440 2.1188
H 4.8575 -1.2514 2.2830
H 6.8108 -2.6873 1.8405
H 6.6658 -4.4962 0.1513
H 4.5404 -4.8402 -1.0821
H 2.5945 -3.3954 -0.6377
*
```